C24H68CoO19 as an isolated structure at a distorted geometry, computed with ωB97M-V/def2-TZVPD.

```
112
Properties=species:S:1:pos:R:3:lowdin_charge:R:1
Co 0.37288 -0.05106 -0.34650 0.8251
C 1.11114 2.95627 -2.03968 -0.0452
C 2.18769 2.45061 -1.00575 -0.5562
C 2.43049 3.42762 0.12002 -0.0461
O 1.93260 1.18062 -0.51369 -0.2984
H 1.00231 4.04676 -2.09236 0.0735
H 0.19679 2.53230 -1.73959 0.0040
H 1.37388 2.60031 -3.04855 0.0848
H 3.10932 2.34587 -1.62478 0.1226
H 1.43739 3.67887 0.66549 0.0883
H 2.89796 4.29991 -0.30638 0.0708
H 3.02712 2.94858 0.91213 0.0665
C -3.00190 -1.20819 -0.79060 -0.0360
C -2.61197 -0.43311 0.45016 -0.5133
C -3.35972 -0.99922 1.63650 -0.0543
O -1.23817 -0.59504 0.80757 -0.3302
H -2.64109 -2.24825 -0.77988 0.0953
H -2.59920 -0.63452 -1.63898 0.0583
H -4.07538 -1.19068 -0.83631 0.0705
H -2.81907 0.66335 0.27431 0.1028
H -3.15846 -0.47510 2.59339 0.0835
H -2.90965 -2.03109 1.78129 0.0954
H -4.44585 -1.08548 1.61438 0.0707
C 2.08825 -0.05338 6.33057 -0.0823
C 1.17013 0.59035 5.27218 -0.3049
O 1.82648 0.51145 3.99788 -0.1249
H 2.28245 -1.07155 6.08678 0.0498
H 1.70625 -0.07944 7.33635 0.0618
H 3.08090 0.46530 6.29057 0.0894
H 0.98583 1.65040 5.53749 0.1096
H 0.18050 0.10200 5.14299 0.1137
H 1.18959 0.84157 3.32290 0.0480
C -0.16348 -0.50947 -3.29530 -0.1550
C -0.10523 -1.88115 -2.65664 -0.1662
O 0.58691 -1.73704 -1.41868 -0.1327
O -0.47444 0.42322 -2.24098 -0.1525
H -0.98767 -0.50252 -3.98376 0.1226
H 0.68241 -0.11365 -3.85055 0.1240
H 0.46300 -2.58372 -3.28060 0.1425
H -1.12282 -2.25175 -2.49388 0.1085
H 1.42543 -2.26598 -1.39373 0.0739
H -1.34401 0.85621 -2.43533 0.0590
C 1.59557 -2.76772 1.56908 -0.2129
C 0.40435 -3.24378 2.38155 -0.2446
O -0.77640 -3.05303 1.62730 -0.1122
O 1.39565 -1.38255 1.29552 -0.1046
H 1.62596 -3.26951 0.58931 0.1079
H 2.54651 -3.04967 2.16054 0.1518
H 0.44078 -2.67445 3.39333 0.1464
H 0.55027 -4.29295 2.58869 0.1083
H -0.84698 -2.08088 1.30731 0.0484
H 1.31395 -0.90272 2.13383 0.0800
C -2.45578 2.65615 -3.45288 -0.2387
C -2.39091 3.96169 -2.75285 -0.2990
O -1.74144 4.98598 -3.44100 -0.0457
O -2.94958 1.65289 -2.59875 -0.0722
H -1.38734 2.44904 -3.77903 0.1361
H -3.06577 2.79720 -4.37630 0.1394
H -1.89095 3.84978 -1.75714 0.1178
H -3.42861 4.27995 -2.45280 0.1387
H -0.79265 4.97900 -3.18281 0.0939
H -3.27810 1.99874 -1.76209 0.0498
C 4.03580 -2.34148 -2.22240 -0.1835
C 4.38535 -0.86500 -2.48488 -0.2677
O 3.25276 -0.23629 -2.89566 -0.0468
O 3.07242 -2.43338 -1.18150 -0.1083
H 4.88223 -2.98130 -1.86514 0.1341
H 3.57924 -2.80759 -3.05234 0.1045
H 5.15255 -0.96153 -3.26822 0.1238
H 4.87916 -0.44879 -1.59565 0.1084
H 2.76390 0.10966 -2.12384 0.0599
H 3.48393 -2.17571 -0.35775 0.0544
C -6.37745 2.75090 -0.66810 -0.2787
C -5.38720 1.87848 0.08990 -0.1971
O -4.09404 2.48769 0.01095 -0.1146
O -6.21606 4.02229 -0.17972 -0.0530
H -7.38606 2.28488 -0.71333 0.1317
H -6.05942 2.70045 -1.73566 0.1236
H -5.15461 0.90235 -0.41558 0.1264
H -5.69716 1.61829 1.12228 0.1335
H -4.20001 3.35998 0.39039 0.0845
H -6.86102 4.70378 -0.48972 0.1327
C -0.78499 -6.94486 -1.72195 -0.2846
C -0.84779 -5.98313 -0.62164 -0.2181
O -0.35820 -4.73627 -1.25988 -0.1042
O 0.57294 -7.12083 -2.06267 -0.0597
H -1.33315 -6.50778 -2.61397 0.1351
H -1.30979 -7.90418 -1.48880 0.1338
H -0.20406 -6.26575 0.24026 0.1338
H -1.87833 -5.85806 -0.28731 0.1196
H -0.40557 -4.11403 -0.50659 0.0534
H 0.99479 -6.27620 -2.19069 0.0688
C -1.23955 3.33931 1.37507 -0.2443
C -1.37956 2.42864 2.52192 -0.2343
O -0.48531 1.34470 2.52232 -0.0917
O -1.05548 2.66634 0.14396 -0.0881
H -0.42256 4.06468 1.45628 0.1132
H -2.16320 3.96518 1.37318 0.1224
H -2.38297 2.00972 2.51889 0.1109
H -1.20334 2.99362 3.49695 0.1522
H -0.75804 0.66740 1.88154 0.0259
H -1.87699 2.15951 -0.05826 0.0551
C 5.39962 0.89945 1.70652 -0.2081
C 4.30636 -0.19035 1.46393 -0.2075
O 4.87827 -1.11568 0.54185 -0.0786
O 5.94863 1.35024 0.44488 -0.0910
H 6.25658 0.51549 2.27069 0.1144
H 4.91210 1.73715 2.28914 0.1239
H 3.34707 0.13171 0.98657 0.1012
H 4.04129 -0.64186 2.40883 0.1017
H 5.64304 -1.44925 0.94764 0.0759
H 5.17573 1.80407 0.00604 0.0959
```

Orbital gap (alpha / beta): 8.682 / 8.668 eV
Spin multiplicity: 4
HOMO energy (alpha / beta): -8.50 / -8.48 eV
<S²>: 3.76

C24H69MgN10O12 as an isolated structure at a distorted geometry, computed with ωB97M-V/def2-TZVPD.

```
116
Properties=species:S:1:pos:R:3:lowdin_charge:R:1
Mg 1.38817 -2.90605 -1.76902 0.4793
C -0.66097 -0.33368 0.27826 -0.1127
C -0.87085 -0.64625 -1.13428 -0.4162
O -0.39991 -1.94115 -1.49570 -0.3632
H -1.28415 0.47676 0.65630 0.0652
H 0.36994 0.00852 0.36894 0.0473
H -0.72587 -1.13244 1.01708 0.0487
H -0.56774 0.16721 -1.79345 0.0853
H -1.95812 -0.71965 -1.15745 0.0706
C -2.60992 -0.04007 4.31252 -0.8062
O -2.03066 -0.43638 5.31293 0.0123
N -2.09462 0.06304 3.14354 0.1935
N -3.87421 0.23488 4.36429 0.1709
H -1.10328 -0.02692 2.97254 0.0841
H -2.73503 0.24548 2.38412 0.0825
H -4.32508 0.42637 5.24756 0.1253
H -4.25033 0.61511 3.50752 0.0746
C 1.11453 2.94478 -2.81881 -0.7841
O 2.18351 3.05495 -3.36684 0.0458
N -0.07691 2.78068 -3.33222 0.1742
N 0.97892 3.22203 -1.52089 0.1621
H -0.15802 2.89116 -4.33288 0.1232
H -0.94115 2.67033 -2.82134 0.0316
H 1.91557 3.42536 -1.20239 0.1119
H 0.18029 3.31701 -0.90994 0.0986
C 1.25002 -3.32330 1.46741 -0.7298
O 1.60819 -2.96401 0.34165 -0.0737
N 1.95072 -3.55753 2.53196 0.1981
N -0.01340 -3.43385 1.66867 0.1936
H 1.61407 -3.70855 3.47215 0.1242
H 2.95091 -3.63496 2.41474 0.1272
H -0.67253 -3.31462 0.91275 0.0944
H -0.29707 -3.62341 2.61931 0.1242
C -5.28135 0.35404 0.59075 -0.7572
O -4.64200 1.19444 1.17344 0.0341
N -5.14846 -0.03947 -0.64095 0.2076
N -6.22835 -0.32347 1.16883 0.1780
H -4.56039 0.38159 -1.34591 0.0918
H -5.95214 -0.54648 -0.98323 0.1212
H -6.26173 -0.07202 2.14647 0.1206
H -6.74362 -1.10628 0.79224 0.1208
C -3.33135 -3.42136 1.49951 -0.0946
C -4.26847 -3.49562 0.27133 -0.2485
O -3.40784 -3.65892 -0.91924 -0.0863
H -2.72574 -4.32612 1.55190 0.0706
H -3.77484 -3.31930 2.48996 0.0728
H -2.64034 -2.57848 1.51270 0.0416
H -4.85553 -2.57722 0.26924 0.0649
H -4.86614 -4.40260 0.36239 0.1093
H -2.87844 -2.85868 -0.88852 0.0359
C -2.64450 3.35080 -1.87054 -0.0739
C -3.83404 3.58393 -0.89389 -0.3021
O -3.57278 3.61077 0.49288 -0.0822
H -2.96950 3.61007 -2.87814 0.0734
H -2.40239 2.28985 -1.80833 0.0605
H -1.75581 3.90585 -1.57012 0.0653
H -4.72228 2.96670 -1.02858 0.0915
H -4.28858 4.55438 -1.09317 0.1060
H -3.79318 2.78772 0.93517 0.0236
C -4.09180 0.16094 -4.16052 -0.0785
C -4.69674 1.52089 -4.33795 -0.3430
O -5.67316 1.69410 -3.36500 -0.0838
H -4.86387 -0.52546 -3.81289 0.0810
H -3.33177 0.08457 -3.38294 0.0546
H -3.56474 -0.15741 -5.05995 0.0842
H -5.32426 1.48034 -5.22827 0.1142
H -3.91590 2.27495 -4.43683 0.0984
H -6.27578 2.42153 -3.53613 0.0962
C 1.88674 0.74466 3.02982 -0.0428
O 2.81719 1.15287 4.10298 -0.1963
C 3.14074 0.15612 5.03070 -0.2388
C 4.05180 0.73543 6.12954 -0.2138
N 5.28481 1.16200 5.49285 -0.0538
C 6.37759 1.67463 6.43119 -0.1698
C 7.22798 2.76012 5.85419 -0.2851
O 6.48752 3.80239 5.32295 -0.1833
C 7.19147 4.61261 4.33159 -0.0694
H 1.79420 1.46605 2.21796 0.0838
H 0.89305 0.43507 3.35360 0.0663
H 2.40813 -0.13182 2.64505 0.0635
H 3.73518 -0.56815 4.47379 0.1106
H 2.25983 -0.37232 5.39521 0.1190
H 4.26083 -0.02423 6.88276 0.1116
H 3.64470 1.47852 6.81524 0.1112
H 5.14868 1.73945 4.67547 0.0982
H 6.96328 0.85233 6.84214 0.1148
H 5.85469 2.13447 7.26978 0.1059
H 7.65838 2.31940 4.95495 0.1102
H 8.10241 3.00483 6.45716 0.1262
H 6.45364 5.34766 4.01001 0.0884
H 7.57951 3.99232 3.52365 0.0799
H 8.09938 5.11900 4.65924 0.0794
C 2.82184 -0.26360 -0.40884 -0.0531
O 2.35157 -1.06936 -1.51907 -0.3252
C 2.53089 -0.44593 -2.83540 -0.0995
C 1.49387 -1.11182 -3.88800 -0.1547
N 1.54027 -2.55927 -3.70776 -0.1233
C 0.58975 -3.12432 -4.66574 -0.1899
C 1.11662 -3.33751 -6.06817 -0.2506
O 1.44803 -2.08491 -6.64998 -0.1693
C 1.93954 -2.50179 -7.94198 -0.1066
H 3.80296 0.02645 -0.78482 0.0962
H 2.90573 -0.80274 0.53476 0.0751
H 2.21770 0.63922 -0.31921 0.0708
H 3.58906 -0.49329 -3.09253 0.1254
H 2.24409 0.59745 -2.70418 0.0919
H 1.82025 -0.68720 -4.83735 0.1169
H 0.51267 -0.66910 -3.71669 0.1112
H 2.46469 -2.87406 -3.96553 0.0978
H -0.32117 -2.52613 -4.68758 0.1345
H 0.42825 -4.15927 -4.36422 0.1057
H 0.42413 -3.94102 -6.65496 0.1270
H 2.01612 -3.94894 -5.99640 0.1160
H 2.31901 -1.66856 -8.53344 0.0878
H 1.17103 -2.91427 -8.59571 0.0833
H 2.68417 -3.29289 -7.85377 0.0856
```

Orbital gap (alpha / beta): 3.472 / 8.039 eV
Spin multiplicity: 2
HOMO energy (alpha / beta): -3.25 / -7.82 eV
<S²>: 0.75